Entry from OMol25: a molecular structure, C23H17F5N3O3Pd (wB97M-V/def2-TZVPD).

HOMO (alpha / beta) = -7.08 / -6.97 eV
2S+1 = 2
<S²> = 0.753
total energy = -51802.975 eV
maximum force = 0.8 eV/A
charge = 0
Kohn-Sham gap (alpha / beta) = 7.1 / 6.9 eV

Each line ends with the Mulliken charge.
Positions of all 52 atoms, in Å:
1 Pd -0.60 -0.46 -0.80  -0.42
2 O 5.31 -1.69 3.02  -0.50
3 C 4.64 -2.75 2.37  -0.64
4 C 3.41 -2.23 1.69  0.60
5 C 2.40 -3.10 1.30  -1.07
6 C 1.30 -2.59 0.65  -0.36
7 N 1.15 -1.30 0.37  -0.18
8 C 2.11 -0.45 0.74  0.14
9 C 3.25 -0.88 1.40  -0.26
10 C 1.90 1.02 0.44  0.43
11 C 2.80 1.97 0.89  -0.34
12 C 2.56 3.31 0.60  0.59
13 C 3.49 4.39 1.11  -0.60
14 O 4.81 3.88 1.13  -0.52
15 C 1.43 3.64 -0.12  -1.01
16 C 0.58 2.62 -0.52  -0.43
17 N 0.81 1.33 -0.26  -0.11
18 H 6.10 -2.03 3.44  0.30
19 H 4.35 -3.53 3.08  0.33
20 H 5.28 -3.22 1.62  0.29
21 H 2.47 -4.16 1.52  0.41
22 H 0.48 -3.24 0.35  0.51
23 H 4.02 -0.19 1.70  0.51
24 H 3.68 1.71 1.45  0.45
25 H 3.17 4.68 2.11  0.28
26 H 3.40 5.27 0.46  0.35
27 H 5.39 4.55 1.51  0.30
28 H 1.20 4.67 -0.37  0.38
29 H -0.32 2.83 -1.08  0.45
30 O -0.73 -1.05 -3.18  -0.81
31 N -1.97 -0.69 -3.38  0.63
32 C -2.97 -1.50 -2.99  -0.19
33 C -4.29 -1.14 -3.16  -0.75
34 C -4.60 0.08 -3.74  -0.09
35 C -3.56 0.90 -4.14  -0.67
36 C -2.25 0.50 -3.95  -0.24
37 H -2.64 -2.42 -2.52  0.44
38 H -5.06 -1.81 -2.82  0.40
39 H -5.63 0.39 -3.87  0.39
40 H -3.74 1.86 -4.60  0.39
41 H -1.38 1.07 -4.22  0.46
42 F -1.65 -2.77 1.46  -0.28
43 C -2.58 -1.80 1.22  1.32
44 C -2.31 -0.77 0.35  -1.21
45 C -3.35 0.12 0.20  1.40
46 F -3.24 1.19 -0.65  -0.37
47 C -4.57 0.02 0.84  -0.36
48 F -5.55 0.92 0.65  -0.32
49 C -4.78 -1.04 1.71  1.00
50 F -5.95 -1.16 2.35  -0.33
51 C -3.77 -1.96 1.90  -0.37
52 F -3.98 -2.99 2.73  -0.32

Entry from OMol25: a molecular structure, C23H17I2IrNO6Te at a distorted geometry (wB97M-V/def2-TZVPD).

HOMO (alpha / beta) = -5.05 / -5.05 eV
total energy = -64237.299 eV
maximum force = 4.0 eV/A
charge = -1
Kohn-Sham gap (alpha / beta) = 6.6 / 6.6 eV

Each line ends with the Mulliken charge.
Positions of all 51 atoms, in Å:
1 Ir 0.23 -0.08 0.20  1.87
2 O 2.13 -3.57 -1.15  -0.72
3 C 1.58 -2.86 -0.34  0.03
4 O 0.49 -2.23 -0.46  -0.75
5 C 2.25 -2.80 1.11  -0.23
6 C 1.23 -2.46 2.20  0.14
7 C 1.86 -2.81 3.56  -0.92
8 C 2.82 -1.62 3.75  -1.05
9 C 2.62 -0.86 2.43  0.01
10 O 1.22 -1.04 2.22  -0.43
11 C 3.27 -1.67 1.29  0.13
12 C 3.49 -0.78 -0.02  -0.05
13 O 4.62 -0.82 -0.47  -0.80
14 O 2.51 -0.13 -0.40  -0.65
15 H 2.71 -3.78 1.24  0.41
16 H 0.22 -2.83 2.03  0.54
17 H 1.10 -2.83 4.34  0.33
18 H 2.36 -3.77 3.52  0.37
19 H 2.51 -0.99 4.58  0.33
20 H 3.86 -1.92 3.90  0.41
21 H 2.86 0.21 2.45  0.57
22 H 4.26 -2.03 1.56  0.54
23 I 2.01 4.46 2.34  -0.01
24 C 1.10 4.22 0.45  -0.56
25 C 0.91 5.28 -0.41  -0.32
26 C 0.24 5.08 -1.60  -0.24
27 I -0.14 6.80 -2.80  -0.01
28 C -0.22 3.82 -1.98  0.57
29 C -0.90 3.52 -3.17  -0.51
30 C -1.33 2.25 -3.43  -1.02
31 C -1.06 1.24 -2.49  -0.06
32 N -0.40 1.47 -1.38  -0.32
33 C 0.03 2.72 -1.10  0.16
34 C 0.69 2.90 0.17  1.00
35 O 0.86 1.97 1.01  -0.84
36 H 1.26 6.26 -0.13  0.36
37 H -1.11 4.33 -3.86  0.18
38 H -1.86 2.00 -4.33  0.39
39 H -1.42 0.23 -2.64  0.57
40 Te -2.09 -0.17 1.50  -0.08
41 C -3.30 -0.90 -0.09  -0.07
42 C -4.55 -0.35 -0.34  -0.43
43 C -5.37 -0.88 -1.32  -0.53
44 C -4.95 -1.98 -2.05  -0.38
45 C -3.69 -2.52 -1.82  -0.64
46 C -2.87 -1.97 -0.86  -0.18
47 H -4.88 0.51 0.23  0.38
48 H -6.34 -0.45 -1.51  0.36
49 H -5.60 -2.42 -2.80  0.37
50 H -3.36 -3.38 -2.40  0.41
51 H -1.87 -2.38 -0.71  0.38

Entry from OMol25: C23H17N3O3S in the gas phase at a distorted geometry (wB97M-V/def2-TZVPD).

HOMO = -7.86 eV
SMILES string = CN1C(=O)C(=c2[nH]c3ccc(Sc4ccccc4)c4cccc2c34)C(=O)N(C)C1=O
total energy = -45576.176 eV
maximum force = 3.9 eV/A
charge = 0
Kohn-Sham gap = 6.6 eV

Each line ends with the Mulliken charge.
Positions of all 47 atoms, in Å:
1 C -4.55 1.11 -4.38  -1.01
2 N -3.40 0.27 -4.05  0.01
3 C -3.11 0.01 -2.75  0.75
4 O -3.80 0.47 -1.83  -0.78
5 C -1.89 -0.70 -2.40  0.01
6 C -1.28 -0.61 -1.14  0.00
7 N -1.92 -0.08 -0.02  -0.07
8 C -1.15 -0.30 1.14  -0.91
9 C -1.32 -0.07 2.51  -0.95
10 C -0.27 -0.34 3.40  -0.48
11 C 0.95 -0.78 2.94  0.15
12 S 2.26 -1.06 4.08  -0.24
13 C 2.76 0.54 4.64  0.77
14 C 2.75 1.58 3.73  -0.31
15 C 3.13 2.88 4.15  -0.54
16 C 3.49 3.11 5.47  -0.50
17 C 3.46 2.04 6.37  -0.35
18 C 3.13 0.78 5.97  -0.49
19 C 1.09 -1.08 1.58  0.17
20 C 2.29 -1.52 0.97  -0.71
21 C 2.35 -1.73 -0.40  -1.40
22 C 1.24 -1.50 -1.22  -0.08
23 C 0.05 -1.01 -0.65  0.15
24 C 0.05 -0.83 0.73  1.72
25 C -1.31 -1.42 -3.51  0.47
26 O -0.68 -2.46 -3.32  -0.64
27 N -1.52 -1.08 -4.83  0.06
28 C -0.59 -1.57 -5.89  -0.96
29 C -2.51 -0.16 -5.05  0.55
30 O -2.73 0.15 -6.21  -0.67
31 H -4.32 2.22 -4.30  0.30
32 H -4.88 1.03 -5.39  0.38
33 H -5.42 0.91 -3.74  0.33
34 H -2.91 0.26 -0.02  0.28
35 H -2.21 0.36 2.92  0.43
36 H -0.41 -0.13 4.44  0.50
37 H 2.47 1.45 2.69  0.33
38 H 3.15 3.75 3.47  0.32
39 H 3.86 4.08 5.77  0.37
40 H 3.84 2.17 7.39  0.31
41 H 3.18 -0.08 6.67  0.32
42 H 3.17 -1.68 1.61  0.45
43 H 3.23 -2.15 -0.84  0.42
44 H 1.35 -1.71 -2.24  0.61
45 H -0.91 -2.57 -6.21  0.29
46 H 0.42 -1.61 -5.49  0.32
47 H -0.58 -0.93 -6.76  0.37

Entry from OMol25: a molecular structure, C23H17N5OS4Y (wB97M-V/def2-TZVPD).

HOMO = -9.20 eV
total energy = -78009.128 eV
maximum force = 0.6 eV/A
charge = +1
Kohn-Sham gap = 5.2 eV

Each line ends with the Mulliken charge.
Positions of all 51 atoms, in Å:
1 Y -0.46 0.44 -0.31  0.86
2 C -0.24 4.34 -2.89  -0.90
3 C 1.04 4.82 -2.67  -0.42
4 C 1.79 4.29 -1.64  -0.80
5 C 1.25 3.28 -0.86  0.91
6 N 0.02 2.79 -1.09  -0.27
7 C -0.71 3.32 -2.07  0.03
8 C 1.97 2.69 0.30  0.62
9 C 3.13 3.24 0.83  -0.88
10 C 3.68 2.68 1.97  -0.81
11 C 3.05 1.60 2.58  -0.88
12 C 1.90 1.09 2.00  0.57
13 N 1.40 1.62 0.87  0.19
14 C 1.12 -0.02 2.61  0.81
15 C 1.63 -0.82 3.62  -0.62
16 C 0.82 -1.78 4.20  -0.56
17 C -0.48 -1.93 3.75  -0.74
18 C -0.91 -1.11 2.71  0.01
19 N -0.13 -0.19 2.15  -0.32
20 H -0.86 4.73 -3.68  0.42
21 H 1.44 5.60 -3.30  0.45
22 H 2.79 4.67 -1.45  0.30
23 H -1.70 2.91 -2.21  0.62
24 H 3.59 4.10 0.38  0.32
25 H 4.58 3.10 2.40  0.45
26 H 3.44 1.20 3.50  0.34
27 H 2.65 -0.69 3.96  0.36
28 H 1.20 -2.41 4.99  0.47
29 H -1.15 -2.66 4.18  0.46
30 H -1.91 -1.20 2.31  0.42
31 O -5.73 0.58 -4.95  -0.54
32 C -4.83 0.51 -4.16  0.55
33 S -5.03 0.65 -2.41  -0.17
34 C -3.34 0.48 -1.97  0.38
35 C -2.46 0.32 -2.99  0.14
36 S -0.71 0.14 -2.92  -0.40
37 S -3.12 0.29 -4.61  -0.18
38 S -3.01 0.59 -0.25  -0.42
39 N -0.69 -6.13 -0.07  -0.46
40 C -0.53 -4.80 -0.16  1.27
41 C 0.53 -4.13 0.47  -0.87
42 C 0.64 -2.77 0.35  -0.41
43 N -0.21 -2.00 -0.36  0.06
44 C -1.20 -2.65 -1.00  -0.22
45 C -1.41 -4.00 -0.92  -0.88
46 H -0.03 -6.69 0.45  0.19
47 H -1.46 -6.59 -0.52  0.20
48 H 1.27 -4.68 1.05  0.34
49 H 1.45 -2.25 0.86  0.44
50 H -1.87 -2.05 -1.60  0.24
51 H -2.24 -4.46 -1.45  0.35

Entry from OMol25: a molecular structure, C23H17NO3PdS (wB97M-V/def2-TZVPD).

HOMO = -8.44 eV
total energy = -46074.417 eV
maximum force = 1.0 eV/A
charge = 0
Kohn-Sham gap = 8.2 eV

Each line ends with the Mulliken charge.
Positions of all 46 atoms, in Å:
1 Pd 1.79 -0.60 -0.32  0.02
2 S 6.04 -0.83 0.76  -0.21
3 C 5.94 -0.08 -0.78  -0.32
4 C 4.66 0.04 -1.24  -0.43
5 C 3.72 -0.48 -0.31  0.40
6 C 4.33 -1.00 0.81  -0.37
7 C 3.48 -1.58 1.82  1.25
8 C 3.86 -2.05 3.07  -0.70
9 C 2.90 -2.51 3.94  -0.25
10 C 1.56 -2.50 3.56  -0.80
11 C 1.25 -2.04 2.29  0.12
12 N 2.18 -1.62 1.44  -0.44
13 H 6.85 0.23 -1.28  0.45
14 H 4.40 0.50 -2.18  0.40
15 H 4.91 -2.01 3.36  0.35
16 H 3.18 -2.87 4.93  0.42
17 H 0.78 -2.84 4.22  0.40
18 H 0.23 -2.00 1.94  0.27
19 O -0.37 -0.58 -0.39  -0.11
20 C -0.98 0.66 -0.78  2.43
21 C 0.18 1.65 -1.13  0.31
22 O -0.12 2.82 -1.32  -0.65
23 O 1.36 1.17 -1.27  -0.79
24 C -1.78 0.45 -2.07  -0.16
25 C -1.87 -0.80 -2.69  -0.34
26 C -2.63 -0.97 -3.84  -0.92
27 C -3.31 0.10 -4.40  -0.46
28 C -3.21 1.35 -3.80  -0.90
29 C -2.45 1.52 -2.65  -0.09
30 C -1.89 1.12 0.36  0.07
31 C -2.30 2.44 0.50  -0.22
32 C -3.16 2.81 1.53  -0.89
33 C -3.63 1.87 2.43  -0.41
34 C -3.23 0.55 2.29  -0.86
35 C -2.37 0.18 1.27  -0.19
36 H -0.96 -1.31 -0.56  0.09
37 H -1.32 -1.65 -2.32  0.39
38 H -2.68 -1.95 -4.30  0.39
39 H -3.90 -0.03 -5.29  0.38
40 H -3.72 2.20 -4.23  0.40
41 H -2.37 2.50 -2.21  0.25
42 H -1.91 3.19 -0.17  0.40
43 H -3.45 3.85 1.63  0.39
44 H -4.30 2.16 3.23  0.39
45 H -3.60 -0.21 2.98  0.39
46 H -2.09 -0.86 1.20  0.16